# 1
Density functional theory data (ωB97M-V/def2-TZVPD) for a structure of composition C21H23F2IN5O5SW at a distorted geometry.

Geometry (Å):
C (-1.96127, -1.02729, -1.14169)
C (-2.53444, 1.33468, -1.90876)
H (0.47766, -5.09709, 7.09550)
C (0.57924, -0.97909, 3.12347)
C (-2.16813, 2.67042, -1.92836)
H (-2.09101, 0.64148, 2.19576)
H (-0.34194, -3.72433, 0.25034)
N (-0.58566, 0.83143, -0.64540)
H (1.72122, -2.78026, 3.06645)
C (1.02638, -5.37048, 6.19121)
C (-1.73310, 0.41242, -1.26471)
C (-1.08112, -3.13758, -0.27631)
H (0.23527, -2.76467, 7.12205)
H (-3.44794, 1.01425, -2.38208)
N (-0.02927, -0.86070, 4.27762)
H (2.73020, -1.34524, 3.20581)
H (1.77174, -2.12900, -3.84784)
H (0.62326, 2.43265, -0.07955)
O (2.39402, -3.37377, 5.07266)
H (1.93361, -1.73877, 1.67355)
C (-3.04005, -1.72870, -1.64670)
C (-1.01496, 3.09092, -1.26970)
H (0.28877, -0.55345, 6.33980)
F (-3.99864, -1.08706, -2.30451)
H (3.19049, -1.22565, -4.24411)
C (3.40648, 0.21215, -2.11045)
H (-2.78952, 3.38974, -2.45033)
O (-2.15577, -0.39513, 6.10578)
H (-0.63029, -6.38087, 5.19031)
H (-4.02446, -3.61933, -1.90833)
W (0.59901, -0.62150, 0.25548)
O (1.42370, -1.10046, -1.63969)
C (-3.16806, -3.09786, -1.49596)
C (0.08141, -2.66530, 6.04365)
N (2.45275, -1.43099, -3.58345)
H (0.42402, -7.42060, 6.14215)
O (-3.13430, 0.87008, 4.62060)
H (4.41285, -0.15791, -2.27846)
C (1.81434, -1.73698, 2.76769)
C (-0.98965, -1.76123, -0.43386)
H (2.08029, -5.50722, 6.43905)
C (0.40637, -6.56795, 5.46776)
H (3.25361, 1.12552, -2.67766)
C (-0.25438, 2.15194, -0.63165)
O (0.32279, -4.13194, 3.92581)
I (3.29386, 0.74726, -0.06143)
H (0.96587, -6.83112, 4.57359)
C (-1.22582, -0.16375, 4.02429)
N (-2.26022, 0.12919, 5.01123)
F (-2.28931, -5.08399, -0.66965)
S (1.04298, -3.90172, 5.17200)
N (-0.15562, -0.38558, 2.14597)
C (-2.18177, -3.78158, -0.81370)
H (1.62985, -1.28347, 5.46776)
C (-1.31038, 0.12650, 2.72661)
H (-0.96053, -2.86882, 5.80111)
C (2.35969, -0.82484, -2.43761)
H (-0.71890, 4.13084, -1.24496)
C (0.55252, -1.28719, 5.59795)

Forces on atoms 1 to 6 (eV/Å):
0.1236 0.2220 0.0906
-0.1975 0.2188 -0.1181
0.0580 -0.1111 -0.0104
0.0846 -0.2324 -0.5686
-0.0632 0.0899 -0.0635
0.0015 0.0080 -0.0504

Output
- Charge: +3
- <S²>: 2.023
- Frontier orbital gap (alpha / beta): 5.903 / 6.605 eV
- E_HOMO (alpha / beta): -0.6402 / -0.6408 hartree
- Multiplicity: 3
- Relative energy (zero: lowest compared OMol25 entry of this formula, charge and spin): 45.2 kJ/mol

natural (NBO) population analysis, charges in e, atoms 1 to 6: atom 1 (C): -0.12, atom 2 (C): -0.21, atom 3 (H): 0.25, atom 4 (C): 0.50, atom 5 (C): -0.06, atom 6 (H): 0.28

---

# 2
Density functional theory data (ωB97M-V/def2-TZVPD) for a structure of composition C21H23MnN5O2S3 at a distorted geometry.

Geometry (Å):
S (0.27637, 1.62001, -0.90959)
H (-3.83208, 3.08078, -0.79368)
C (3.58239, -3.04571, 3.12910)
H (-0.80181, -3.68223, 4.34462)
O (3.72682, -1.65314, -1.52912)
C (1.76524, -1.92429, 2.00309)
H (-4.05767, 4.88625, -2.29505)
H (-1.34221, -1.34876, -4.44034)
H (1.52182, -4.11429, 4.55910)
H (0.97679, 4.67321, 1.68065)
C (-0.64423, -1.81655, -3.71799)
H (4.70613, -1.21148, 0.51277)
H (-1.85985, 1.66782, -2.48978)
H (0.75194, -0.21196, -3.84330)
C (1.27201, -3.41545, 3.78075)
C (-1.32624, 2.32759, -0.63704)
H (-0.08522, 2.62488, 1.62432)
H (3.99992, -3.64306, 3.90995)
H (0.42009, 4.62445, 0.07021)
N (-1.79097, -0.36628, 0.40579)
S (2.63279, -0.73858, -1.53580)
C (-0.70713, 3.46046, 1.51891)
H (-1.29120, 3.55193, 2.44908)
C (-3.25985, 4.21941, -2.56194)
C (2.64970, -1.33109, 1.05948)
C (3.98227, -1.53889, 1.25173)
C (-0.50513, -2.24691, 2.60259)
C (2.19290, -2.79653, 3.00626)
C (-1.01088, -2.97562, -3.05907)
H (-1.43225, -1.79105, 2.60755)
H (-0.41128, 5.60521, 1.35492)
N (0.37424, -1.65173, 1.86209)
C (0.83953, -2.81682, -1.58424)
H (5.48743, -2.63352, 2.23098)
H (-0.57081, -4.42993, -1.50847)
H (-4.13759, 2.11538, -2.24117)
N (-1.66519, 3.00776, 0.45002)
N (-2.17472, 2.22564, -1.68708)
C (4.44397, -2.40642, 2.25076)
O (2.73394, 0.54853, -2.10465)
C (-0.04705, -3.15008, 3.66155)
C (1.15675, -1.63397, -2.23991)
H (-2.31448, 4.66984, -2.26682)
H (-1.94666, -3.42108, -3.31088)
Mn (0.10487, -0.36469, 0.17409)
C (-2.81160, 0.06253, 0.83282)
H (1.38343, -3.29840, -0.76186)
H (-2.44293, 3.62988, 0.35253)
C (-0.32985, -3.50677, -2.00886)
S (-4.11634, 0.75276, 1.39832)
C (0.46861, -1.12783, -3.30527)
H (-3.15191, 3.98274, -3.66294)
C (0.07225, 4.63889, 1.13779)
N (2.03839, -0.56966, 0.05300)
C (-3.49351, 2.88681, -1.77997)

Forces on atoms 1 to 6 (eV/Å):
-0.2934 0.5400 0.2505
-0.5775 -0.0195 0.8219
0.7189 1.1979 -0.9780
1.1773 1.0903 -1.2666
0.2336 0.0027 -0.1194
-1.7407 0.1660 -0.5094

Output
- Charge: +1
- <S²>: 6.084
- Frontier orbital gap (alpha / beta): 6.304 / 7.465 eV
- E_HOMO (alpha / beta): -0.4066 / -0.4111 hartree
- Multiplicity: 5

natural (NBO) population analysis, charges in e, atoms 1 to 6: atom 1 (S): -0.13, atom 2 (H): 0.20, atom 3 (C): -0.19, atom 4 (H): 0.25, atom 5 (O): -0.91, atom 6 (C): 0.11

---

# 3
Density functional theory data (ωB97M-V/def2-TZVPD) for a cluster of 3 separate species, C21H23N2O13PS in total at a distorted geometry.

Geometry (Å):
C (0.25097, -3.82268, -0.61210)
H (5.40672, -4.98603, 0.38574)
H (-4.95556, 0.76244, -1.12517)
C (-1.40732, -2.86191, -2.09440)
H (0.35629, 2.39033, 0.87364)
C (-0.37611, 4.02742, -0.42633)
C (-0.89819, -2.96330, -0.86216)
C (-0.82743, -3.62026, -3.25195)
H (-0.01782, 6.65122, -0.84207)
H (2.09255, -3.29788, 2.75515)
O (0.75063, -3.97164, 0.48395)
C (3.91933, -4.09354, 1.88335)
C (-1.29158, 4.77488, 0.58221)
S (-1.03702, 4.03575, -2.12238)
H (-5.88688, 1.96321, -3.42207)
H (0.75553, -4.98696, -3.85402)
H (1.12600, 5.98706, 1.47170)
H (0.32784, 2.08402, -0.87381)
H (6.89604, -4.62997, 3.60492)
H (-2.32817, 4.77952, 0.25232)
H (-2.65095, 1.01541, -1.59937)
H (-2.61916, -2.19933, -3.32864)
C (5.33772, -4.49235, 2.16939)
H (-1.27613, 4.21684, 1.52071)
H (2.08373, -5.19441, -0.54655)
N (-3.20004, 0.05100, 2.00679)
H (-1.31113, -2.42418, -0.02128)
C (-5.90291, 2.23154, -2.37005)
C (-1.59375, 1.91890, -0.00033)
O (-1.35002, -3.49781, -4.34339)
O (5.51359, -3.62712, 5.59752)
N (1.79031, 5.32581, 1.07069)
H (-3.81422, 3.56182, -1.81022)
O (-1.66448, 2.58313, -2.40038)
C (-3.77414, 2.73216, -1.11364)
O (6.02042, -4.99264, 1.14355)
C (-2.30651, 0.19647, 1.26845)
C (0.33515, -4.46027, -3.00923)
H (1.81882, 4.46269, 1.60574)
C (3.65468, -3.42326, 4.19201)
H (-3.89880, 3.14349, -0.10250)
H (3.58246, -2.94637, 5.97836)
C (5.87566, -4.34886, 3.38643)
C (-2.40264, 2.03527, -1.30654)
O (-1.93124, 5.12892, -2.34212)
C (0.84911, -4.55895, -1.77489)
O (2.96522, -2.94630, 5.22283)
P (1.30624, 4.94146, -0.54580)
C (3.11766, -3.56394, 2.97328)
O (0.10021, 4.11841, -2.97632)
H (-2.21905, 2.34002, 0.78082)
O (0.86165, 6.39770, -1.15315)
O (3.49134, -4.23094, 0.75252)
O (1.91189, -5.30525, -1.50368)
H (-6.65985, 2.88808, -1.94469)
C (-0.21114, 2.54600, -0.04060)
O (-2.45586, -2.08810, -2.37280)
C (5.08108, -3.79672, 4.47458)
O (-1.47265, 0.48747, 0.33687)
H (-0.94001, 5.77347, 0.83317)
C (-4.89812, 1.77905, -1.51407)

Forces on atoms 1 to 6 (eV/Å):
-0.3983 0.3295 0.0854
0.0208 -0.0097 -0.0874
1.4214 -0.6116 -1.2874
-0.1344 0.2207 0.3914
-0.1199 0.0850 0.1629
-1.2056 0.5227 0.9563

Output
- Charge: 0
- Frontier orbital gap: 6.317 eV
- E_HOMO: -0.2941 hartree

natural (NBO) population analysis, charges in e, atoms 1 to 6: atom 1 (C): 0.46, atom 2 (H): 0.51, atom 3 (H): 0.21, atom 4 (C): 0.32, atom 5 (H): 0.24, atom 6 (C): -0.62

---

Calculated DFT total energy, -2425.62783 -3583.66606 -2641.00062 Eh (same order as the records).